1.
Molecular formula: C7H5BrN4O3
Method: DFT, ωB97M-V with the def2-TZVPD basis set

Structure (ORCA input):
```
! wB97M-V def2-TZVPD RIJCOSX def2/J DEFGRID3
* xyz 0 1
C -1.729 -0.849 -2.316
N -1.113 -0.034 -1.224
N -0.182 -0.704 -0.484
C 0.335 0.187 0.434
C 1.291 -0.100 1.438
O 1.780 -1.152 1.757
N 1.619 1.074 2.156
C 1.165 2.275 1.854
N 0.211 2.568 0.972
C -0.182 1.464 0.367
C -1.363 1.259 -0.979
Br -2.569 2.289 -1.952
H -1.636 -1.821 -1.968
H -2.738 -0.496 -2.477
H -1.041 -0.728 -3.162
H 2.400 0.971 2.655
H 1.691 3.089 2.421
O 1.685 -3.077 -0.393
C 0.718 -3.006 0.231
O -0.342 -3.208 0.671
*
```

Computed properties:
Kohn-Sham gap: 8.49 eV
SMILES: Cn1nc2c(=O)[nH]cnc2c1Br.O=C=O
relative energy (zero: lowest compared OMol25 entry of this formula, charge and spin): 0.000 eV

2.
Molecular formula: C21H21N2O4
Method: DFT, ωB97M-V with the def2-TZVPD basis set

Structure (ORCA input):
```
! wB97M-V def2-TZVPD RIJCOSX def2/J DEFGRID3
* xyz 1 1
O -1.146 -3.972 0.735
C -0.111 -3.385 0.937
C 0.969 -3.252 -0.138
O 1.220 -1.869 -0.346
C 1.065 -1.320 -1.592
C 1.237 -2.008 -2.795
C 1.081 -1.344 -3.991
C 0.751 0.013 -4.032
C 0.567 0.767 -5.238
C 0.243 2.072 -5.173
C 0.064 2.757 -3.902
O -0.248 3.907 -3.753
O 0.268 2.004 -2.762
C 0.594 0.698 -2.817
C 0.755 0.033 -1.609
N 0.135 -2.775 2.136
C 1.258 -1.938 2.470
C 0.834 -0.469 2.402
N -0.335 -0.222 3.287
C -0.751 1.191 3.261
C -1.186 1.774 2.080
C -1.557 3.108 2.083
C -1.498 3.847 3.253
C -1.068 3.254 4.429
C -0.690 1.921 4.436
C -1.454 -1.152 2.972
C -0.970 -2.599 3.053
H 0.576 -3.738 -1.033
H 1.894 -3.757 0.166
H 1.512 -3.050 -2.801
H 1.219 -1.875 -4.920
H 0.694 0.265 -6.186
H 0.094 2.678 -6.051
H 0.651 0.592 -0.693
H 2.082 -2.094 1.779
H 1.598 -2.195 3.481
H 0.553 -0.238 1.374
H 1.650 0.190 2.705
H -0.037 -0.426 4.250
H -1.243 1.211 1.162
H -1.889 3.567 1.165
H -1.787 4.886 3.249
H -1.022 3.825 5.343
H -0.352 1.461 5.354
H -1.805 -0.940 1.961
H -2.270 -0.968 3.673
H -1.772 -3.276 2.749
H -0.654 -2.856 4.069
*
```

Computed properties:
Kohn-Sham gap: 8.28 eV
SMILES: O=C(COc1ccc2ccc(=O)oc2c1)N1CC[NH+](c2ccccc2)CC1

3.
Molecular formula: C2H6BrCl5HfN2O24
Method: DFT, ωB97M-V with the def2-TZVPD basis set

Structure (ORCA input):
```
! wB97M-V def2-TZVPD RIJCOSX def2/J DEFGRID3
* xyz -2 1
Hf 0.373 0.705 0.036
Cl -2.581 -0.943 -1.871
O -1.450 -0.248 -1.209
O -2.150 -1.297 -3.180
O -2.929 -2.064 -1.053
O -3.664 -0.006 -1.932
Cl 1.947 -2.206 -2.144
O 3.299 -1.803 -1.826
O 1.059 -1.385 -1.310
O 1.636 -2.056 -3.524
O 1.732 -3.578 -1.766
Cl 2.064 1.983 -2.545
O 3.033 1.097 -3.074
O 2.228 2.063 -1.071
O 2.110 3.283 -3.117
O 0.699 1.487 -2.660
Cl -2.039 3.680 -0.153
O -3.304 3.018 -0.276
O -1.915 4.679 -1.166
O -1.816 4.182 1.160
O -0.984 2.671 -0.463
Cl 0.021 -1.977 2.631
O 1.378 -2.341 2.941
O -0.774 -3.158 2.512
O -0.525 -1.092 3.612
O 0.014 -1.300 1.319
Br 0.985 2.089 2.348
C -4.140 0.167 1.206
N -3.001 0.842 1.879
O -3.210 1.628 2.761
O -1.938 0.647 1.313
H -4.528 0.797 0.415
H -4.931 0.052 1.955
H -3.892 -0.870 1.007
C 4.075 -1.888 1.016
N 3.595 -0.485 1.111
O 4.361 0.309 1.596
O 2.491 -0.189 0.703
H 4.827 -1.799 0.232
H 3.277 -2.523 0.651
H 4.567 -2.173 1.936
*
```

Computed properties:
Kohn-Sham gap: 8.65 eV
relative energy (zero: lowest compared OMol25 entry of this formula, charge and spin): 0.600 eV

4.
Molecular formula: C5H10N4O2S
Method: DFT, ωB97M-V with the def2-TZVPD basis set

Structure (ORCA input):
```
! wB97M-V def2-TZVPD RIJCOSX def2/J DEFGRID3
* xyz 0 1
C 3.269 -0.883 0.439
N 1.829 -0.904 0.109
C 1.127 0.220 0.058
N 1.450 1.496 0.051
N 0.473 2.426 0.018
C -0.718 1.806 -0.056
N -2.007 2.396 -0.115
C -0.610 0.389 -0.123
S -1.626 -0.895 0.412
C -2.317 -1.382 -1.225
O -0.778 -2.060 0.752
O -2.635 -0.398 1.270
H 3.513 -1.972 0.351
H 3.705 -0.237 -0.296
H 3.624 -0.299 1.398
H 1.470 -1.756 0.468
H 2.279 2.017 0.301
H -2.703 1.657 -0.253
H -2.229 2.932 0.682
H -1.533 -2.210 -1.511
H -3.222 -1.958 -1.029
H -2.364 -0.387 -1.703
*
```

Computed properties:
Kohn-Sham gap: 8.62 eV
SMILES: CNc1[nH]nc(N)c1S(C)(=O)=O
relative energy (zero: lowest compared OMol25 entry of this formula, charge and spin): 1.505 eV

5.
Molecular formula: BeH20O18S2Tl
Method: DFT, ωB97M-V with the def2-TZVPD basis set

Structure (ORCA input):
```
! wB97M-V def2-TZVPD RIJCOSX def2/J DEFGRID3
* xyz 2 2
Be -0.432 -3.639 -0.777
Tl 3.163 -0.882 -0.718
S -0.192 -0.042 0.122
O 0.826 0.933 -0.299
O 0.358 -1.365 -0.231
O -0.386 -0.032 1.583
O -1.452 0.167 -0.602
S 1.860 -4.147 -2.866
O 3.095 -4.805 -2.370
O 2.024 -3.740 -4.280
O 0.657 -4.898 -2.660
O 1.671 -2.984 -2.003
O -0.355 -1.957 3.468
H -0.101 -1.416 4.216
H -0.248 -1.383 2.710
O -2.838 -0.064 2.530
H -2.047 0.042 2.003
H -2.624 0.345 3.369
O 0.057 1.554 3.336
H 0.260 1.056 4.128
H -0.085 0.888 2.664
O 0.606 2.824 -2.660
H 0.617 2.508 -1.756
H -0.002 3.562 -2.649
O 2.390 -0.014 2.168
H 2.366 0.942 2.213
H 2.593 -0.290 3.062
O 3.164 1.746 -2.027
H 2.433 2.345 -2.176
H 3.816 1.996 -2.681
O -2.347 2.756 -0.745
H -1.997 2.853 0.141
H -2.019 1.906 -1.041
O -2.571 -2.195 -0.109
H -3.513 -2.097 0.029
H -2.270 -1.316 -0.338
O 0.195 3.023 0.987
H -0.388 2.833 1.722
H 0.605 2.182 0.783
O -2.597 0.027 -2.809
H -2.095 0.148 -2.003
H -2.197 0.632 -3.434
*
```

Computed properties:
Kohn-Sham gap (alpha / beta): 3.63 / 2.98 eV

Question: What is the formula in the second record?
Answer: C21H21N2O4